Entry 1:
Formula: C28H35F8NO30PS2
Source: OMol25
Level of theory: wB97M-V/def2-TZVPD

The geometry in XYZ format:
```
105
Properties=species:S:1:pos:R:3:lowdin_charge:R:1
C 7.9163 -5.1977 9.2694 -0.5542
H -4.9086 1.5983 -4.7104 0.1177
H 2.8052 4.7418 0.2267 0.1767
C -0.7661 -3.4325 2.3916 -0.3058
O 4.2477 4.3184 2.6153 0.0827
S -6.8606 1.6352 -1.8889 0.4796
H 2.1572 -1.5684 4.8674 0.1164
F -1.5015 4.9038 2.6813 0.0653
O 2.4826 0.7259 5.6404 0.1570
F 0.2214 -3.6058 3.3144 0.0560
P -8.3362 -0.9811 -3.5443 0.6421
H -4.0127 4.5460 1.1502 0.1448
C -0.2508 -3.5211 0.9715 -0.0434
C 2.9536 4.0787 2.9209 -0.5408
H 7.0139 -5.6017 6.2918 0.1392
O -9.8513 0.8441 -1.8361 -0.3682
H -0.8265 2.4763 -5.7018 0.1502
O 2.5090 1.6666 -7.4434 0.1634
O -0.9462 3.5979 0.9219 0.0970
H -3.3773 3.2848 2.2250 0.1437
H -1.7691 5.4719 0.7815 0.1710
C -5.3339 2.0899 -2.6693 -0.2077
O 2.2551 0.7765 -9.4939 0.0815
C -1.8446 4.5786 1.4039 -0.3086
O -7.1400 -0.9802 -4.4052 -0.4702
O -1.2178 -2.1019 2.4702 0.1158
O -2.2554 -0.7691 0.9795 0.2008
H -1.5941 -4.1018 2.6274 0.1742
H 0.1952 3.1482 3.8231 0.1499
C -1.6581 2.7901 0.0599 -0.5384
O 0.3962 0.7780 -3.8942 0.1417
H 0.0851 0.3171 2.6235 0.1350
C 3.1026 3.8042 0.6993 -0.3032
F 8.7173 -3.2216 6.6716 0.0765
O 2.4561 4.2779 3.9769 0.1906
O -3.5792 0.6514 -3.5009 -0.1565
F 0.9678 2.9669 -4.0190 0.0720
C 3.2269 -2.7108 6.3759 -0.2935
H -5.5423 3.0352 -3.1448 0.0897
O 7.0263 -5.6952 8.3790 0.0761
H 0.8280 1.7545 1.8979 0.1177
C 0.9680 1.7943 -4.7028 -0.3073
H 0.5115 2.1228 -6.8045 0.1084
H 6.4278 -4.1565 7.1269 0.1273
C 4.4916 3.8107 1.2971 -0.0422
C -3.1784 3.8736 1.3280 -0.0403
F -1.3992 1.9426 3.8241 0.0827
H 3.7395 -1.8109 6.7160 0.1743
O 8.7292 -4.2790 8.6681 0.1280
H -4.5464 -1.6992 -1.5834 0.0728
C -3.4696 -0.7374 -3.1968 -0.2263
O 2.2882 3.5780 1.8419 0.1022
H 1.7186 -3.2855 4.9311 0.1248
H 9.3436 -5.1034 6.8899 0.1713
H -8.1623 -1.5914 -2.2936 -0.0004
C 2.4779 0.7244 -8.1622 -0.5423
O -6.8058 0.2226 -1.5663 -0.3895
S -9.1186 0.9877 -3.0643 0.3170
H 1.9942 1.5264 -4.9476 0.1592
F 2.9111 -2.5363 -8.8132 0.0795
C -0.0528 2.0887 3.8650 -0.2947
H -0.3362 -4.5145 0.5404 0.1398
O -1.0998 -2.5887 0.2917 0.0747
C 2.1749 -1.4012 -8.7934 -0.3047
O -7.0312 2.4764 -0.7425 -0.3316
O -0.4045 0.4635 -5.9542 0.0725
N -7.9068 2.0002 -3.0631 -0.3313
H 5.1875 4.4479 0.7592 0.1393
O 2.6383 -0.5594 -7.7496 0.1398
H 0.7850 -3.1849 0.9027 0.1452
C -3.7433 -0.9864 -1.7169 -0.0422
C -0.2467 -0.0856 -4.7243 -0.5434
O -1.1711 2.0443 -0.7106 0.2002
H 4.9011 2.8027 1.3652 0.1472
C 0.6396 1.2345 2.8288 -0.0328
H -2.4695 -1.0255 -3.4836 0.0761
H 1.7079 -0.7358 -10.8204 0.1404
H -9.4230 -1.5595 -4.2236 -0.0051
H -4.1590 -1.3289 -3.7884 0.1124
C 1.6736 1.0355 4.8264 -0.5722
H -5.6018 0.2703 -3.8099 0.0631
F 2.9396 2.7937 -0.1778 0.0917
O -9.9524 1.2895 -4.1967 -0.3982
O 5.4317 -4.1605 4.2739 0.1692
O 4.1858 -3.7328 6.1097 0.1100
H 3.4317 -0.6688 -10.3971 0.1438
O 3.5832 -2.8978 4.1288 0.0886
H -4.5945 2.2014 -1.8974 0.0833
C 8.5727 -4.4297 7.2670 -0.3125
O 7.9887 -5.5173 10.4053 0.1797
O 1.8727 0.9168 3.4962 0.0683
C 2.4161 -0.5479 -10.0190 -0.0449
C -1.5932 -1.7144 1.2077 -0.5382
C -4.9051 1.0946 -3.7534 -0.2257
O -2.9864 2.9978 0.2149 0.0806
H -4.0338 -0.0787 -1.2206 0.0670
H -2.8856 -1.4214 -1.2332 0.0372
C 2.5282 -2.5704 5.0473 -0.0398
F 2.3870 -3.1383 7.3480 0.0818
C 4.4904 -3.6490 4.7810 -0.5552
C 0.0317 1.8277 -5.8855 -0.0544
O 0.4436 1.5392 5.0875 0.1477
C 7.1628 -4.9584 7.1535 -0.0486
H 1.1302 -1.6554 -8.6111 0.1785
O -0.6192 -1.1668 -4.4212 0.1645
```

Values from the calculation:
Kohn-Sham gap	7.7	eV
charge	-1
HOMO level	-6.063	eV
DFT total energy	-5336.7277	Eh
max |F|	1.2	eV Å⁻¹

---

Entry 2:
Formula: C4H7NOS
Source: OMol25
Level of theory: wB97M-V/def2-TZVPD

The geometry in XYZ format:
```
14
Properties=species:S:1:pos:R:3:nbo_charge:R:1
C -0.4806 -0.2605 -0.5138 0.2016
S 1.7916 0.2408 1.0369 0.1139
H -0.2951 -0.6541 -2.6296 0.2395
H 0.4652 -0.5220 2.9220 0.2344
H -3.1710 0.3702 -1.5302 0.4801
C 0.2568 0.0260 1.9306 -0.4791
C 0.2652 -0.1284 -1.8040 -0.6765
O -2.1823 0.3694 -1.6418 -0.5844
H 1.2176 -0.5933 -1.7620 0.2196
C 0.2992 -0.6665 0.6224 -0.3543
N -1.7016 0.0867 -0.3650 -0.1222
H 0.4178 -1.7343 0.6376 0.2400
H 0.3472 0.9492 -2.0194 0.2482
H -0.3211 0.9451 2.0682 0.2393
```

Values from the calculation:
Kohn-Sham gap	9.8	eV
structure (SMILES)	C/C(=N\O)[C@@H]1CS1
HOMO level	-8.909	eV
energy above the lowest of the compared OMol25 structures with the same formula, charge and spin	62.6	kcal per mole
DFT total energy	-684.7073	Eh
max |F|	2.4	eV Å⁻¹

---

Entry 3:
Formula: C36H96N7O15
Source: OMol25
Level of theory: wB97M-V/def2-TZVPD

The geometry in XYZ format:
```
154
Properties=species:S:1:pos:R:3:lowdin_charge:R:1
H -3.0945 4.4804 -1.4373 0.1676
C 5.3995 5.0863 -1.2048 -0.0519
C 2.6419 0.1695 -0.6776 -0.1718
C -4.1131 -0.4263 -4.2446 -0.1984
H 4.3292 6.1647 -5.0784 0.0921
H -0.7908 5.8168 1.9542 0.1032
O 3.7333 -0.7105 -1.0694 -0.1630
H -4.6020 -1.7460 -1.9266 0.1648
H 2.9975 6.2715 -1.1168 0.1478
H -4.4259 3.3181 -0.0065 0.1767
H -4.3482 -0.1723 1.3225 0.1281
H 1.6959 2.3719 2.3274 0.1075
H -0.4735 3.4493 0.1952 -0.0281
H 3.9812 7.6086 -4.4225 0.1073
O -0.0235 1.2050 -3.9258 -0.1720
H -0.1938 1.9711 -0.6903 0.0257
H -3.0046 -2.0415 -6.7251 0.1046
H 0.0775 2.8849 2.9634 0.0854
H 0.5354 2.7077 -5.1699 0.1486
H -7.2364 -0.3451 0.2842 0.1201
H -6.0227 -1.5493 0.8172 0.1094
C -0.7442 -7.4441 1.7803 -0.2016
N 1.0006 -1.6862 4.5161 0.1435
H 1.4377 -0.4824 -2.2845 0.1228
H 3.3799 1.7999 -2.6156 0.1421
H 0.9163 -0.3242 1.3133 0.0581
O -1.2134 0.7219 1.0383 0.1161
H 5.4264 4.4872 -3.2546 0.1379
H 1.1000 1.2338 -1.7086 0.0971
H -4.6279 0.6322 -2.3409 0.1254
C 1.2614 -1.7334 0.3994 -0.2423
H -2.1027 2.9958 -1.7703 0.0710
O 4.6695 6.3765 -2.9240 -0.1922
H -1.5972 -5.5900 0.9568 0.1299
H -4.8705 -1.2074 -4.3101 0.1496
C -3.2524 -1.0770 -6.2820 -0.0585
H 2.7787 -3.3845 1.7633 0.1421
H 2.0220 -5.7529 2.5603 0.1567
O 0.5647 0.8565 3.0651 -0.1558
H 0.3122 -0.9958 4.7797 0.1706
C 2.2065 1.5164 -4.4078 0.0025
C 0.5858 -3.0968 5.0478 -0.0774
C 4.4671 -1.3111 -0.0137 -0.0454
H -2.1847 5.5125 3.0263 0.1126
C -3.8764 -0.0245 -2.7791 -0.0961
H 0.1626 2.1051 1.4347 0.0544
H 0.6430 -2.4305 -0.8728 0.0421
H -0.2055 -2.3681 6.9409 0.1367
C 4.7077 6.8079 -4.2840 -0.0390
O -1.2562 1.2236 -1.0253 -0.1003
C -4.7179 0.6079 0.6572 -0.1642
H 5.5067 5.9590 -0.5607 0.1610
N -0.1133 -5.2644 2.5541 0.1058
O -1.4513 -7.5366 3.0279 -0.2075
C -6.3169 -0.8672 0.0195 -0.0600
H 0.4418 -1.0168 0.3455 -0.1320
H -3.2753 -1.9836 -2.5374 0.1563
H -6.6802 -1.5152 -0.7780 0.1061
H 1.8347 -4.1742 8.7597 0.1011
H -2.9477 0.5321 -2.6539 0.0598
N -3.8562 2.7375 -0.6052 0.1426
H -0.6545 3.3934 -1.5854 0.1079
C -0.0728 -2.0358 -1.5939 -0.0733
C 0.6374 2.1270 2.4156 -0.0546
H -0.7493 -4.5113 2.7740 0.1362
O -3.0900 -1.1591 -4.8648 -0.1779
H 1.6806 -4.4255 3.6225 0.0789
H 5.1547 -2.0530 -0.4198 0.1143
H -1.8304 2.2891 -4.3759 0.1312
O 0.8338 -2.7844 1.2966 -0.2488
N 2.8007 1.0677 -3.0008 0.1303
O -1.2882 -2.7407 -1.5765 -0.1020
C 1.7924 -3.8136 1.5867 -0.1859
H -0.5814 -9.2718 3.5861 0.0993
H -3.7970 -1.1949 0.1419 0.1042
C 1.0087 -1.6226 2.9859 -0.0866
C 5.5164 5.3872 -2.6463 -0.2917
H -2.7362 -3.3615 -0.3949 0.1381
H -0.2916 -3.5336 4.5710 0.1252
H 5.9363 4.2080 -0.8463 0.1475
H 2.0518 -1.0555 0.7220 0.0332
C 1.9696 -3.1234 8.5031 -0.0409
H 4.1266 3.5402 -1.3370 0.1348
H -2.9332 0.8724 -0.5282 0.0565
H -2.9156 1.7148 1.0999 0.1398
H 5.0633 -0.5758 0.5266 0.1068
C -0.6404 -6.0049 1.2738 -0.0284
H 3.1056 1.1176 -0.4055 0.1355
C -1.6589 3.9489 0.0887 -0.2591
C 0.4463 -3.1476 6.5463 -0.1647
C -2.9621 -1.2514 -0.5565 -0.0136
N -0.7846 0.6290 -0.0575 -0.5101
H 2.0009 -4.3377 0.6540 0.1481
H -1.1389 -7.9995 0.9296 0.1463
H 1.6800 -2.3972 2.6151 0.0870
H -1.0095 4.7338 -0.2989 0.1427
N -3.7103 -1.2735 -1.9660 0.1358
H -1.0315 4.2883 2.7539 0.0553
C -3.4797 1.4727 0.1992 -0.0560
C 1.4475 -4.8298 2.6375 0.0013
H -4.4893 2.6410 -1.3861 0.1748
O 0.1281 -0.1718 -0.2142 -0.1003
O -5.2775 -0.0439 -0.4608 -0.2728
C 0.8720 2.2152 -4.2577 -0.2115
N 4.0397 4.4452 -0.8972 0.0824
H -1.2934 2.2084 -2.6891 0.0340
C -2.0845 -2.4938 -0.4974 -0.2213
H 1.4250 -3.7186 4.7361 0.0935
C -0.0650 3.0526 -0.7342 -0.2466
C 2.7910 5.2485 -1.4313 -0.0235
C 1.5130 4.7721 -0.7254 -0.1510
O -2.3659 4.4380 1.2405 -0.1308
H 0.0351 -2.0254 2.7066 0.1459
O 1.7816 -2.9054 7.0833 -0.2242
H 2.3502 -0.0778 2.3364 0.1515
H 3.3455 0.2439 -3.2120 0.1586
C -1.5553 5.0947 2.2406 -0.0291
C 1.8415 0.4667 -1.9319 -0.0547
H 0.2327 -7.8798 1.9903 0.1337
H -2.4417 -0.4638 -6.6756 0.0913
H -4.4062 0.5254 -4.6880 0.1436
H 3.7444 -1.8615 0.5887 0.0624
H -1.1472 3.0153 0.3228 0.0653
C 1.2739 -0.2499 2.3403 -0.1026
H 1.6767 -2.1053 -0.5372 0.1228
H -2.1812 -9.5787 2.7727 0.1061
H 1.9793 -0.2581 0.0750 0.0337
H 2.8181 5.1548 -2.5169 0.1331
H 2.8747 -2.5883 8.7904 0.1063
H 6.5306 5.7370 -2.8387 0.1581
H 0.8422 2.9775 -3.4792 0.1163
H 0.6472 5.3843 -0.9781 0.1337
H 0.1175 -4.1048 6.9509 0.1432
H -0.3452 -5.9309 3.2766 0.1308
H 4.0170 4.4372 0.1125 0.1694
H -1.5398 -2.4801 0.4466 0.1270
H -2.1753 -0.5005 -0.4834 0.0854
C -1.6049 -8.9299 3.4323 -0.0275
H 0.2577 -2.1614 -2.6250 0.1339
H -4.1848 -0.6674 -6.6702 0.1069
H 1.1696 -2.5921 9.0187 0.0904
H -0.2363 -0.9627 -1.4944 0.0762
H 1.5609 5.0153 0.3361 0.1347
H -5.3749 1.3229 1.1526 0.1507
H -1.9987 0.7560 -3.3930 0.0493
C -1.4004 1.6401 -3.6131 -0.0097
O 1.2748 3.3716 -0.9858 -0.1531
H 0.0561 -5.7496 0.4752 0.1316
H 2.0559 0.5658 -4.9196 0.1450
H -2.1706 -9.0170 4.3600 0.1035
H 3.0037 2.0394 -4.9359 0.1414
H 5.7232 7.0587 -4.5905 0.1116
H 1.9254 -1.5162 4.8847 0.1804
C -2.6605 3.5678 -1.0288 -0.0174
```

Values from the calculation:
Kohn-Sham gap	7.9	eV
charge	+5
HOMO level	-18.920	eV
energy above the lowest of the compared OMol25 structures with the same formula, charge and spin	0.0	kcal per mole
DFT total energy	-2937.8457	Eh
max |F|	11.4	eV Å⁻¹